No. 1
33
Properties=species:S:1:pos:R:3:forces:R:3:nbo_charge:R:1 method="wB97M-V/def2-TZVPD" total_charge=0 de_lowest_kj_mol=513.2 e_homo_ev=-9.92 max_force_ha_per_bohr=0.0731 mol_weight_g_mol=198.2 multiplicity=1 homo_lumo_gap_ev=9.84
O -0.9801 -0.2110 -0.7407 -2.05 0.19 -0.88 -0.910
H -0.8717 0.7411 -0.8442 -0.07 -0.17 0.04 0.462
H -1.5366 -0.3001 0.0411 -0.04 0.15 -0.14 0.449
O 1.1452 -3.1891 -1.8676 1.40 0.20 1.07 -0.950
H 1.2815 -4.0327 -2.3134 -0.11 0.27 0.15 0.459
H 0.2263 -3.2224 -1.5785 0.48 0.00 -0.26 0.484
O 1.4702 2.7916 -0.4576 -0.40 -3.16 -2.00 -0.940
H 1.0236 2.0225 -0.8291 0.23 -0.39 0.05 0.474
H 2.3543 2.7568 -0.8398 -0.03 -0.42 -0.25 0.462
O -0.0139 -0.0359 -3.5047 -0.02 0.21 -0.18 -0.921
H -0.6828 -0.1430 -4.1903 0.08 -0.02 0.07 0.464
H 0.0717 0.9192 -3.4078 0.01 -0.08 -0.08 0.458
O -4.1250 -2.5430 1.3375 0.02 0.22 -0.05 -0.931
H -4.9031 -2.0711 1.0199 0.03 -0.09 0.02 0.469
H -3.5378 -1.8447 1.6482 -0.07 -0.13 0.04 0.463
O 0.8990 -0.4555 0.4772 1.96 -0.25 1.43 -0.929
H 0.3487 -0.9284 1.1115 -0.01 -0.13 -0.44 0.456
H 1.5400 -1.1138 0.1861 -0.03 -0.23 -0.27 0.490
O 0.9274 -1.8738 3.5428 -0.19 -0.18 0.06 -0.918
H 0.5229 -1.1158 3.1060 -0.17 -0.28 0.15 0.453
H 1.8523 -1.6213 3.6421 0.06 -0.42 -0.06 0.469
O 1.5385 4.6168 0.5669 0.54 2.92 1.89 -0.939
H 2.3071 4.1965 0.1650 -0.50 0.85 0.69 0.463
H 1.1571 3.9269 1.1214 0.34 0.03 -0.30 0.480
O 1.9403 0.6098 2.8744 0.14 0.11 0.54 -0.944
H 1.6075 0.0383 3.5755 0.28 0.82 0.15 0.441
H 1.8849 0.0647 2.0814 -0.06 0.29 -0.54 0.479
O -1.2323 3.9953 1.3347 -0.23 0.05 0.02 -0.951
H -1.9997 4.3284 0.8561 0.10 -0.06 0.06 0.468
H -0.6048 4.7264 1.3096 0.01 0.06 -0.13 0.483
O -0.8997 -3.6815 -2.8885 -1.69 -0.40 -0.94 -0.952
H -1.6574 -3.0858 -2.8953 0.00 0.06 0.03 0.481
H -1.0537 -4.2653 -3.6398 -0.02 -0.04 0.07 0.477

No. 2
33
Properties=species:S:1:pos:R:3:forces:R:3:nbo_charge:R:1 method="wB97M-V/def2-TZVPD" total_charge=0 de_lowest_kj_mol=234.0 e_homo_ev=-9.76 max_force_ha_per_bohr=0.0576 mol_weight_g_mol=198.2 multiplicity=1 homo_lumo_gap_ev=9.25
O 0.0569 -0.1967 0.7862 0.21 0.43 -0.70 -0.975
H 0.1489 -0.4387 -0.1518 0.13 -0.19 0.17 0.499
H -0.2911 0.6963 0.7352 -0.03 0.13 0.22 0.481
O -0.8511 2.4703 3.1612 0.00 -0.22 -0.29 -0.954
H -0.0691 2.8773 2.7402 -0.72 0.06 0.41 0.481
H -1.3651 2.1203 2.4182 0.42 0.26 0.44 0.449
O 0.9029 3.8803 1.6452 -0.41 1.36 0.07 -0.947
H 1.3419 3.0773 1.4352 0.97 -0.95 -0.45 0.477
H 1.5659 4.5833 1.6982 -0.12 -0.38 0.01 0.491
O 1.6559 -2.6647 -2.8218 0.36 0.02 -0.09 -0.987
H 1.1209 -3.2747 -2.2978 0.09 0.34 -0.02 0.468
H 1.4649 -1.7817 -2.4258 -0.18 -1.35 -0.45 0.477
O -1.8151 1.8003 0.3672 -0.71 2.71 -0.95 -0.961
H -2.3811 2.6093 0.2102 1.28 -0.75 0.17 0.495
H -2.4181 1.3163 0.8852 -1.04 -1.75 1.12 0.489
O -0.0841 -1.7117 2.8882 -0.07 0.16 -0.26 -0.982
H -0.1641 -1.1797 2.0562 0.18 -0.60 0.90 0.490
H 0.7359 -2.2017 2.7682 -0.15 -0.01 -0.01 0.456
O 2.6709 -1.9657 0.2262 1.39 0.45 0.40 -0.938
H 2.6499 -1.1017 -0.1768 -0.28 0.49 -0.30 0.481
H 3.5759 -2.0117 0.5662 -0.30 -0.32 0.07 0.491
O -1.3521 2.0413 -2.3488 -1.75 0.75 0.31 -0.946
H -1.2641 1.9513 -1.3868 0.34 -0.28 -0.31 0.477
H -2.3081 2.3323 -2.3848 1.59 -0.47 -0.47 0.458
O 0.5789 -0.5347 -1.9238 1.16 1.04 0.46 -0.988
H 1.1189 0.1903 -2.3058 -1.27 -0.35 0.16 0.501
H -0.3721 -0.4237 -2.0368 -0.44 0.50 -0.60 0.536
O 0.5189 -3.2637 -0.0698 -0.69 -0.94 -0.37 -0.986
H 1.2249 -2.6237 0.1182 0.00 -0.70 -0.02 0.491
H 0.9529 -4.1107 -0.2968 -0.19 0.88 0.37 0.464
O -2.2731 -0.7017 -1.5958 0.92 0.32 -0.84 -0.960
H -2.9971 -0.1867 -1.2628 -0.42 0.04 0.31 0.479
H -2.2811 -1.5717 -1.2188 -0.29 -0.67 0.52 0.494

No. 3
33
Properties=species:S:1:pos:R:3:forces:R:3:nbo_charge:R:1 method="wB97M-V/def2-TZVPD" total_charge=0 de_lowest_kj_mol=433.3 e_homo_ev=-10.28 max_force_ha_per_bohr=0.0405 mol_weight_g_mol=198.2 multiplicity=1 homo_lumo_gap_ev=10.01
O -0.2548 -0.5925 -0.0554 0.22 0.26 -0.12 -0.948
H 0.3834 -0.0555 -0.5384 -0.01 -0.10 -0.34 0.472
H -1.0197 -0.0146 0.0445 -0.49 -0.24 -0.30 0.478
O 1.4708 1.9020 -0.1816 0.00 -0.24 -0.03 -0.941
H 2.2853 1.4670 0.0947 0.14 0.10 0.05 0.483
H 0.7976 1.5299 0.3991 0.11 0.23 0.13 0.464
O 4.2862 -1.0553 1.4442 0.67 0.05 -0.66 -0.934
H 3.4917 -1.5828 1.3047 0.28 -0.25 -0.22 0.472
H 4.5439 -1.2549 2.3513 0.31 0.17 -0.30 0.464
O -0.0667 -0.5297 2.6590 -0.71 0.61 0.33 -0.915
H -0.9269 -0.4638 3.0887 0.06 -0.02 0.07 0.459
H -0.1517 0.0277 1.8773 -0.02 -0.44 0.03 0.448
O 0.5106 -3.5987 2.1078 -0.08 -0.27 -0.15 -0.925
H -0.3628 -3.9936 2.0066 0.09 -0.02 0.00 0.464
H 0.8244 -3.4884 1.2032 -0.05 0.07 0.13 0.461
O 2.2893 -1.1949 2.9806 0.04 -0.35 0.49 -0.902
H 3.0730 -1.7319 3.1430 -0.47 0.03 0.34 0.436
H 2.5699 -0.5692 2.3034 -0.16 0.17 0.53 0.461
O -2.0022 -3.8902 -0.5995 0.08 -0.03 0.24 -0.941
H -1.3034 -3.2565 -0.4016 -0.06 0.14 -0.09 0.474
H -2.6491 -3.7525 0.1016 0.00 0.02 -0.13 0.467
O -2.2575 2.4124 -3.4300 -1.55 -0.34 -1.07 -0.925
H -2.1466 2.4638 -4.3861 -0.06 -0.21 0.03 0.466
H -2.3519 3.3314 -3.1552 -0.06 -0.59 -0.16 0.452
O 0.3866 1.5109 -3.0166 0.49 -0.94 -0.17 -0.936
H 0.2819 0.5537 -2.9750 0.02 0.01 -0.19 0.454
H 1.0008 1.7109 -2.3012 -0.06 0.22 0.08 0.479
O -3.4162 0.5091 -0.0648 0.44 0.16 0.22 -0.941
H -3.4764 1.0724 0.7150 -0.15 -0.06 -0.01 0.466
H -3.0583 1.0893 -0.7462 -0.15 -0.03 -0.31 0.480
O -0.7021 3.5117 -2.1259 0.58 1.50 1.32 -0.901
H -1.1060 3.6114 -1.2564 0.17 0.17 0.11 0.456
H -0.9429 4.3211 -2.5905 0.38 0.21 0.16 0.452

No. 4
33
Properties=species:S:1:pos:R:3:forces:R:3:nbo_charge:R:1 method="wB97M-V/def2-TZVPD" total_charge=0 de_lowest_kj_mol=1100.6 e_homo_ev=-9.14 max_force_ha_per_bohr=0.1347 mol_weight_g_mol=198.2 multiplicity=1 homo_lumo_gap_ev=8.31
O -2.3570 6.4143 14.6345 2.20 -1.34 -1.56 -0.950
H -2.2457 5.6309 14.0957 -0.76 -0.40 -0.36 0.515
H -1.5875 6.4253 15.2037 0.73 0.83 -1.33 0.480
O -2.9229 7.5134 17.8615 -1.18 -3.09 4.46 -0.930
H -3.5243 8.0334 18.3944 0.08 -0.33 0.92 0.512
H -2.4361 6.9858 18.4947 -0.05 -0.28 0.65 0.508
O -1.5723 9.1944 17.3226 1.61 2.64 -0.01 -0.936
H -2.2557 8.5471 17.1490 0.67 0.89 -0.72 0.462
H -0.7686 8.6802 17.3993 0.56 1.07 -0.13 0.435
O -4.0047 9.1656 13.3758 0.88 -1.35 -4.00 -0.974
H -4.8733 9.5009 13.1539 -0.01 0.06 -0.06 0.443
H -4.0422 9.0078 14.3192 -0.08 -0.03 -1.05 0.463
O -4.4788 5.0804 15.7159 1.26 -3.35 2.71 -0.919
H -3.7611 5.1164 16.3482 0.07 -0.36 0.11 0.434
H -5.0316 5.8298 15.9375 -1.00 0.18 0.83 0.468
O -5.7161 6.9530 16.0185 -4.34 1.42 0.16 -0.917
H -5.1585 7.7263 15.9325 0.30 -0.13 -0.89 0.491
H -6.4511 7.2458 16.5572 -0.44 -0.75 -0.19 0.465
O -4.3765 9.8054 15.3911 -2.59 5.43 3.43 -0.909
H -3.8478 9.1789 15.8854 0.82 0.59 0.09 0.470
H -5.2741 9.6437 15.6815 -0.44 0.35 -0.01 0.434
O -3.6581 7.8550 15.8087 0.50 -0.33 0.71 -0.997
H -3.8057 7.7087 16.7431 -0.31 -0.76 -0.80 0.484
H -3.1593 7.0900 15.5219 0.41 -0.91 -1.25 0.500
O -1.1230 6.7841 16.5069 2.08 -1.00 1.77 -0.913
H -1.1839 7.3218 17.2964 0.50 -0.41 -0.39 0.465
H -1.7647 6.0867 16.6414 0.07 -0.45 0.57 0.468
O -5.2752 8.2110 18.1378 -0.16 0.39 0.77 -0.945
H -4.7530 9.0105 18.0714 -0.45 1.11 0.00 0.470
H -6.1725 8.4954 17.9643 -0.29 0.28 0.34 0.492
O -4.2186 5.5014 13.5532 -0.29 0.10 -3.70 -0.982
H -4.3822 5.6961 14.4760 0.23 -0.39 -0.44 0.457
H -3.7160 6.2514 13.2351 -0.57 0.33 -0.66 0.458